Below is 8 unconnected molecules or ions with the total composition C31H69FO12 at a distorted geometry, with properties calculated with ωB97M-V/def2-TZVPD.

```
113
Properties=species:S:1:pos:R:3:lowdin_charge:R:1
O 4.55797 -3.48452 1.47426 -0.0034
O -5.77237 2.43081 -1.76898 -0.1596
C -4.58376 1.74812 -1.39859 -0.2780
H -0.64844 -5.95908 1.58693 0.0819
H 4.25354 -4.92398 3.49591 0.0873
C 2.91358 0.76087 4.61219 -0.3114
H -2.51345 1.86208 -2.01076 0.0473
H 1.86533 0.64646 4.91727 0.1145
C -0.43466 -6.05532 0.52288 -0.0668
C 3.63911 -5.27100 2.66599 0.0211
H 0.28524 6.76915 0.66131 0.0898
H -0.31935 2.79090 -1.07845 0.0911
H -0.84588 -0.96054 -7.31128 0.0779
H 0.35279 -2.58158 -2.60658 0.1252
H 1.39195 3.57899 2.88451 0.0824
C -3.42870 2.44305 -2.07521 -0.0684
O -1.47598 4.91349 -0.75781 0.0961
C -1.64151 -5.60223 -0.26742 -0.2857
H 2.98719 -0.41606 -3.15517 0.0887
C -0.15915 -2.11798 -1.76616 -0.0352
H 3.08790 -1.29528 -5.39964 0.1171
H 5.91179 -0.76431 0.09001 0.0801
H 0.77986 2.42444 4.01629 0.0531
C 3.13736 -1.48205 -3.30921 -0.0558
C -0.54637 -1.00481 -6.26431 -0.0726
H 2.60319 -0.45083 2.89312 0.0729
H -0.13321 2.24896 -3.39684 0.0637
C 0.51305 3.25768 -1.60133 -0.2170
H 3.42405 1.63713 6.96462 0.1172
H -0.14495 -7.06964 0.25709 0.0752
C -3.44917 -2.44829 0.20857 -0.0770
H -4.22005 -1.90206 -0.34441 0.0766
C 1.06935 -0.71430 -0.49545 -0.5532
H 2.71762 -2.03291 -2.46432 0.0640
C 2.58810 -1.91297 -4.64377 -0.2553
C -0.35205 5.33215 -0.78908 -0.5515
H -3.72038 -2.50681 1.26116 0.0792
H 3.50589 4.52961 5.96779 0.0739
H 0.40523 -5.38058 0.33646 0.0608
H -2.49274 -6.27733 -0.09490 0.1174
C -0.22665 2.39613 2.08020 -0.2697
O 0.74608 -1.99966 -0.67888 0.0815
H 3.77491 3.97946 7.60007 0.0737
H 4.20198 -1.72331 -3.34384 0.0864
C 3.14926 0.45568 3.15712 -0.0743
H -1.04036 -2.67423 -1.45849 0.1154
H -0.34797 0.03382 -5.97533 0.0777
H -3.61612 2.61659 -3.13728 0.0846
H -4.09292 0.15932 1.47657 0.0517
C 0.24850 3.22725 -3.10006 -0.0479
H -6.76013 0.57043 0.37801 0.0625
H 1.12959 3.48149 -3.68366 0.0764
C 4.50781 -2.26508 0.71164 -0.2212
O -1.98986 -4.30542 0.18744 -0.1734
H 0.91233 7.06165 -0.96618 0.0836
H -8.28182 1.43197 0.17571 0.0696
H 3.45692 0.00949 5.21181 0.1203
C 3.16273 2.42383 6.24528 -0.2959
O 0.71420 4.61194 -1.16421 -0.0126
H -4.64556 0.70432 -1.73749 0.1181
H 1.43340 2.73983 -1.34215 0.1213
H -3.13145 -3.78346 -1.47313 0.1168
C 3.41353 -4.13121 1.71311 -0.5422
H 4.21144 0.28296 2.96512 0.0769
C 5.91260 -1.75068 0.55474 -0.0653
H 6.50038 -2.40419 -0.09884 0.0767
C 3.91440 3.70295 6.55284 -0.0788
F -1.80963 -0.38373 -1.67792 0.0284
H -4.03730 1.48484 2.67181 0.0816
H -3.17029 -0.08573 2.89367 0.0816
H 0.65025 -2.82870 -6.35770 0.1239
H -0.44089 3.09653 1.26252 0.1028
H 1.48205 -1.36598 -6.79706 0.1166
H 4.15656 -6.10053 2.18276 0.0886
C -7.20743 1.49095 -0.00236 -0.0769
H -4.02960 -4.45177 -0.06022 0.1208
C 0.74436 -1.76589 -6.08546 -0.3065
H 3.99481 -2.40130 -0.24476 0.1123
C 0.46677 3.09810 3.22454 -0.0586
H -6.78219 2.31229 0.57451 0.0795
O 2.34328 -3.81022 1.26460 0.1070
H 2.72067 -2.97396 -4.86897 0.1256
C 0.04386 6.73461 -0.40078 0.0265
H 0.37821 1.56603 1.68422 0.1093
O 1.18400 -1.62077 -4.76118 -0.1881
H -7.75687 2.20663 -1.98272 0.1130
H -2.50593 2.13692 0.87193 0.1105
H -0.17335 3.90659 3.57875 0.0808
H 4.98057 3.62371 6.34420 0.0750
H -1.44863 -5.56682 -1.34861 0.1175
O 3.41657 2.03501 4.91015 -0.1594
H -2.59144 -1.77318 0.13928 0.0523
H 6.45590 -1.69207 1.49730 0.0785
C -6.93798 1.68142 -1.49660 -0.2790
H -0.45740 -0.44100 -3.15499 0.1461
H -1.36701 -1.36864 -5.64909 0.0738
H -1.63403 0.56890 0.98741 0.1091
O 1.88951 -0.34783 0.27788 0.1623
O -1.43302 1.84270 2.58032 -0.1578
H -0.55676 3.93675 -3.30688 0.0830
H 2.86732 1.26876 2.48884 0.0711
H -4.43810 1.83877 -0.32020 0.0958
O 0.35416 0.09253 -1.32479 0.1173
H 3.86484 -1.54232 1.21851 0.0883
C -3.46229 0.69741 2.19124 -0.0687
C -3.18466 -3.82414 -0.37744 -0.2954
H 2.08909 2.63784 6.37831 0.1184
H -3.30420 3.41699 -1.60228 0.0673
C -2.24667 1.29998 1.53344 -0.2634
H -0.80485 7.38806 -0.58456 0.0868
H 2.69203 -5.64250 3.04471 0.0836
H -6.83889 0.69068 -1.96584 0.1109
C -0.52052 -0.67727 -2.09730 -0.2680
```

## Properties
2S+1	1
SMILES string	O=C1OC[C@@H](F)O1.CCOC(C)=O.CCOC(C)=O.CCOCC.CCOCC.CCOCC.CCOCC.CCOCC
Kohn-Sham gap	9.723	eV
calculated total energy	-2225.2733	Eh
charge	0
F_max	1.1	eV/Å



Below is 12 unconnected molecules or ions with the total composition C31H70Cl6F3N8O17 at a distorted geometry, with properties calculated with ωB97M-V/def2-TZVPD.

```
135
Properties=species:S:1:pos:R:3:lowdin_charge:R:1
C -7.57985 -32.47637 11.00821 -0.3299
H -15.23116 -23.41922 5.43518 0.0432
H -11.71007 -20.84635 6.91541 0.1108
H -9.68332 -28.60955 2.85246 0.0994
H -7.16704 -31.16606 2.57611 0.0776
C -10.27289 -31.15333 2.19445 -0.0911
H -9.00876 -29.88609 6.54770 0.1416
H -10.15368 -25.51532 5.33038 0.0634
O -7.73225 -20.39605 5.79587 0.0620
H -13.72391 -25.03650 4.51260 0.0977
H -7.71044 -31.94197 8.45895 0.1278
O -12.36423 -27.70760 7.87736 -0.2563
H -9.11459 -26.16298 13.31781 0.0922
H -12.51580 -24.58399 8.43762 0.0438
H -11.34123 -28.98055 3.27207 0.1091
H -8.31008 -20.88374 10.36385 0.0822
H -5.63662 -30.18016 5.19266 0.1312
H -14.43242 -22.01752 6.17257 0.0376
H -14.57728 -24.69809 8.62710 0.0084
O -8.49022 -23.19838 9.57321 0.0430
H -10.15843 -24.06033 6.48555 0.0792
N -7.58181 -21.59352 5.68923 -0.4431
C -8.09464 -31.09879 9.08038 -0.5053
C -8.29334 -33.21318 12.14887 -0.0836
H -5.56373 -31.25070 3.31420 0.0892
H -14.56122 -28.18962 6.36610 0.0570
O -8.57356 -31.84019 10.24853 -0.0779
Cl -9.06439 -25.50030 2.69411 0.5912
H -15.63597 -26.64805 0.77654 0.0609
Cl -17.11833 -22.51727 7.28980 0.5695
C -16.86327 -27.57777 2.27151 -0.5997
O -16.55733 -29.02212 7.65984 0.0253
C -10.68412 -24.93403 6.07986 -0.1374
H -9.92603 -27.42150 8.28052 0.0864
H -11.63321 -23.77292 4.44193 0.0827
C -11.88067 -24.32548 5.35003 -0.1790
H -11.30064 -31.48697 2.03141 0.0919
C -9.89975 -26.37183 12.59947 0.0214
Cl -14.16825 -27.82510 2.14888 0.5968
H -9.62942 -27.76378 4.98330 0.0882
H -13.96463 -24.68350 10.25206 0.1222
O -11.22554 -21.51556 9.94274 0.0629
H -10.18117 -25.42999 12.13251 0.0670
H -9.91515 -30.46279 1.42518 0.0911
H -13.33217 -28.29066 5.14406 0.0650
H -9.63722 -32.04065 2.15196 0.0843
C -13.25529 -26.39071 6.17890 -0.4907
O -8.70477 -23.72313 11.63245 0.0713
H -11.34573 -25.53270 9.40885 0.0866
H -6.65856 -32.69044 3.11901 0.0924
C -16.50414 -21.73527 5.79425 -0.6122
H -16.84521 -28.30442 3.07894 0.0709
F -6.57072 -29.27527 8.37188 0.1242
H -15.72330 -28.48515 0.70715 0.0628
H -8.55096 -21.89380 7.52639 0.0595
H -12.66398 -21.95768 8.04111 0.0379
H -17.83687 -27.62552 1.78836 0.0643
C -11.69873 -21.59763 7.69665 0.0416
C -10.08673 -28.74662 5.02763 -0.0461
O -8.31490 -27.08579 11.06542 0.0461
H -8.82322 -34.05390 11.69762 0.0664
C -6.83464 -30.18603 9.32074 -0.5432
C -15.16873 -22.33270 5.43786 -0.6829
Cl -14.48549 -21.79955 3.88093 0.5496
C -16.94106 -27.88145 9.64921 0.0368
C -7.58924 -29.26503 5.24588 -0.0872
H -9.12194 -26.82848 6.85506 0.0527
O -9.16754 -30.50819 8.56172 -0.1698
H -7.37440 -28.38940 5.85472 0.1316
C -14.02216 -27.59103 5.63426 -0.0563
N -9.01278 -29.67320 5.52620 0.0649
H -14.08845 -24.53654 7.14874 0.0423
H -17.94014 -27.88682 9.21951 0.0891
H -14.75936 -27.38332 4.85358 0.0267
H -10.34939 -22.80103 2.99890 0.0584
H -12.37646 -26.02213 4.20926 0.0980
C -14.30871 -25.59826 6.97321 -0.0778
C -11.03948 -25.81163 7.31909 -0.4769
Cl -8.86662 -22.35162 1.15319 0.5502
O -10.15381 -28.18751 11.22520 0.0971
C -6.58606 -31.63208 3.38656 -0.1148
O -14.21327 -22.23332 8.55308 -0.0256
O -10.20943 -20.10176 8.66751 0.0480
H -11.09384 -22.71108 1.40868 0.0672
H -9.10271 -25.82989 8.26139 0.0781
H -9.08642 -30.60316 5.10207 0.1412
N -11.00869 -20.99226 8.86715 -0.4224
C -7.96498 -21.57945 11.12150 0.0533
H -6.79951 -31.85219 11.46047 0.1007
C -9.74823 -26.51215 7.69815 -0.0287
H -7.62763 -28.99114 4.18746 0.1279
N -12.05313 -26.78314 6.88530 -0.2120
N -14.37194 -22.79612 9.61592 -0.4113
C -11.48751 -24.93793 8.50442 -0.0098
H -17.26084 -21.87614 5.02820 0.0671
N -16.10440 -28.70438 8.75331 -0.4471
O -14.96270 -28.91895 9.10116 0.0969
H -15.35144 -25.60488 6.63345 0.0951
H -15.63171 -24.34230 10.11124 0.1089
O -10.10585 -30.58545 3.47067 -0.2111
F -5.72710 -30.96210 9.52076 0.0814
H -11.07633 -22.45669 7.44197 0.0662
H -16.56838 -26.86178 9.62185 0.0839
H -10.79979 -26.79552 13.03174 0.0901
F -7.00583 -29.49135 10.46192 0.1187
H -16.38682 -20.68836 6.06182 0.0696
H -10.88616 -24.03211 8.66391 0.0517
C -6.66488 -30.43937 5.45716 -0.1786
H -10.15440 -24.85371 0.65620 0.0685
C -15.70158 -27.58402 1.32107 -0.6835
N -9.43066 -27.26274 11.50934 -0.4401
H -11.01226 -28.82397 5.59184 0.1257
C -10.23493 -24.60866 1.71415 -0.6778
H -16.94416 -28.33752 10.63338 0.0962
C -10.30115 -29.18777 3.54746 -0.1890
H -8.15494 -23.40324 6.59567 0.0849
C -7.83279 -22.41559 6.90999 0.0302
H -12.28850 -23.60329 6.07188 0.0818
C -10.24794 -23.11641 1.96598 -0.6575
O -14.26748 -22.28172 10.70754 0.0889
C -12.84408 -25.45076 5.02611 -0.1465
O -7.10440 -31.53964 4.68209 -0.1739
Cl -16.89349 -25.94151 3.07523 0.5073
H -9.05087 -32.59678 12.62947 0.0714
H -14.35736 -26.02833 7.98599 0.0654
O -7.29729 -22.20636 4.67471 0.0464
C -14.68780 -24.20412 9.58590 -0.0027
H -7.51667 -33.50793 12.85770 0.0635
N -8.42679 -22.93498 10.75508 -0.4204
H -8.29588 -21.43901 12.14395 0.0998
H -6.98683 -33.21764 10.44829 0.1112
H -6.87092 -22.49374 7.41296 0.1049
H -6.71437 -30.73333 6.50575 0.1130
H -6.87624 -21.59494 11.06900 0.1034
H -11.23001 -25.01275 1.92581 0.0656
```

## Properties
2S+1	1
Kohn-Sham gap	3.927	eV
calculated total energy	-6000.2911	Eh
charge	-1
F_max	3.0	eV/Å